1.
Density functional theory data (wB97M-V/def2-TZVPD) for C5H8O2S as an isolated structure.

Values from the calculation:
E_HOMO (Eh): -0.371
Calculated total energy (hartree): -743.8625
Orbital gap (Eh): 0.3855
ΔE to the lowest compared entry with this formula, charge and spin (kJ/mol): 327.9

```
16
Properties=species:S:1:pos:R:3:forces:R:3:lowdin_charge:R:1
C -0.874558 -0.470343 -1.004620 -4.08 3.85 0.63 -0.04
C -1.642158 0.768123 -0.969680 6.19 -5.20 0.85 -0.03
C 0.154620 -0.242712 0.073105 1.43 0.16 -2.20 -0.64
C 1.551825 -0.264748 -0.538750 0.14 -2.21 1.70 -0.06
C -0.017019 -0.977269 1.308588 -0.75 -0.50 6.02 -0.10
O 0.456951 2.451285 -0.567720 2.54 1.53 -1.91 -0.26
O -1.006711 2.006365 1.299892 1.05 -0.98 -0.88 -0.33
S -0.367697 1.530925 0.068893 -5.74 -0.87 3.12 0.69
H -1.181197 -1.377364 -1.562300 0.58 0.57 0.55 0.13
H -2.396902 0.966903 -1.614464 -2.32 1.29 -1.56 0.04
H 1.488934 0.347639 -1.383854 0.40 0.26 -1.81 0.05
H 1.837572 -1.375260 -0.667892 -0.12 1.93 -0.24 0.13
H 2.239886 0.246635 0.127593 0.31 -0.28 0.24 0.09
H 0.821764 -0.837298 2.133427 -1.39 0.52 -1.83 0.13
H -0.061536 -2.069256 1.419342 0.03 -0.01 -1.52 0.08
H -1.003775 -0.703625 1.878439 1.72 -0.05 -1.16 0.12
```
Positions in Å, forces in eV/Å.

=====

2.
Density functional theory data (wB97M-V/def2-TZVPD) for a 2-piece molecular cluster, C5H8O2SSi overall.

Values from the calculation:
E_HOMO (Eh): -0.319
Calculated total energy (hartree): -1033.4431
Orbital gap (Eh): 0.3209
ΔE to the lowest compared entry with this formula, charge and spin (kJ/mol): 422.2
SMILES: C[Si](=O)O.c1ccsc1

```
17
Properties=species:S:1:pos:R:3:forces:R:3:lowdin_charge:R:1
C -2.104214 0.603286 -1.101235 -1.68 -0.38 -0.49 -0.17
Si -2.419930 -0.412978 0.481316 -1.79 0.63 -2.48 0.39
O -1.485436 -0.870852 1.534515 1.53 -0.49 1.16 -0.27
O -3.991354 -0.620886 0.689146 0.48 -0.71 1.02 -0.08
H -2.838175 0.803225 -1.942935 -0.16 -0.45 1.67 0.07
H -1.939184 1.538472 -0.594820 0.50 0.90 -0.32 0.02
H -1.306315 0.299308 -1.733309 1.42 -0.22 0.22 -0.01
H -4.771146 -0.294940 0.297257 -0.93 0.58 -0.88 0.05
C 3.152768 -0.382477 0.717754 -1.06 1.33 -2.15 -0.21
C 2.144398 0.580218 0.866471 -1.54 -1.34 0.43 -0.23
C 1.003515 0.333721 0.175126 -2.49 1.83 -2.45 -0.39
S 1.445457 -0.756314 -1.139507 0.43 -0.62 0.94 0.92
C 3.010959 -1.073541 -0.434247 0.00 -0.45 0.76 -0.41
H 3.966764 -0.149518 1.317706 1.93 -0.77 0.74 0.09
H 2.469704 1.268892 1.551628 -0.77 2.19 1.86 0.07
H -0.155106 0.876449 -0.015910 4.58 -1.48 1.10 0.10
H 3.817288 -1.742067 -0.668963 -0.42 -0.53 -1.12 0.07
```
Positions in Å, forces in eV/Å.

=====

3.
Density functional theory data (wB97M-V/def2-TZVPD) for one molecule with the formula C5H8O3.

Values from the calculation:
E_HOMO (Eh): -0.338
Calculated total energy (hartree): -420.9478
Orbital gap (Eh): 0.3693
ΔE to the lowest compared entry with this formula, charge and spin (kJ/mol): 284.2
SMILES: O=CCO[C@@H]1C[C@@H]1O

```
16
Properties=species:S:1:pos:R:3:forces:R:3:lowdin_charge:R:1
O 1.147689 1.578134 -0.659504 -0.37 0.78 1.34 0.06
C 0.618990 1.963680 0.369491 -0.07 -1.38 -1.12 -0.21
C -0.516636 1.282312 1.077208 -0.48 1.18 0.24 -0.20
O -1.123976 0.285941 0.351588 -0.15 0.49 -0.20 -0.07
C -0.741455 -1.013828 0.558063 -2.05 -1.60 0.89 -0.31
C 0.693295 -1.451053 0.624700 -0.98 -1.19 -0.06 -0.02
C -0.157553 -1.712330 -0.629633 0.22 0.05 0.32 -0.28
O -0.009418 -0.950363 -1.794653 1.28 0.11 0.50 -0.01
H 0.879020 2.840593 0.947188 0.83 0.93 -0.10 0.11
H -1.292867 2.097630 1.221276 0.78 -0.73 0.10 0.15
H -0.111555 1.022532 2.085187 -0.44 -0.17 -0.41 0.15
H -1.576193 -1.562913 1.141677 1.74 0.64 -0.67 0.17
H 0.849047 -2.316174 1.281960 0.21 0.44 -0.38 0.11
H 1.478630 -0.735606 0.590287 0.46 0.51 -0.09 0.09
H -0.458639 -2.750475 -0.803607 0.13 0.48 -0.12 0.14
H 0.738336 -0.317961 -1.642392 -1.10 -0.52 -0.25 0.09
```
Positions in Å, forces in eV/Å.

=====

4.
Density functional theory data (wB97M-V/def2-TZVPD) for one molecule with the formula C5H8O3.

Values from the calculation:
E_HOMO (Eh): -0.381
Calculated total energy (hartree): -421.0341
Orbital gap (Eh): 0.4061
ΔE to the lowest compared entry with this formula, charge and spin (kJ/mol): 57.5
SMILES: C=C(C(=O)O)[C@@H](C)O

```
16
Properties=species:S:1:pos:R:3:forces:R:3:lowdin_charge:R:1
C 1.745595 0.501899 0.480705 -0.18 -0.02 -0.15 0.12
C 0.651496 -0.159581 0.133128 -1.02 -1.28 1.28 -0.17
C 0.096178 -1.287963 1.022755 0.76 0.09 -0.24 -0.48
O -0.684123 -2.137587 0.673775 -0.03 0.35 -0.24 0.11
O 0.619198 -1.284908 2.259843 0.27 0.21 0.35 0.10
C -0.234774 0.065122 -1.050100 0.78 1.11 -0.94 -0.38
C -1.603735 0.615445 -0.650166 0.30 -0.19 -0.20 -0.03
O 0.447545 0.959480 -1.971458 -0.57 -0.39 0.27 -0.05
H 2.285490 0.257187 1.379063 -0.01 -0.05 0.15 0.07
H 2.130115 1.303200 -0.128719 0.08 0.01 -0.19 0.07
H 0.300397 -2.060581 2.749246 -0.11 0.10 -0.30 0.13
H -0.344038 -0.872364 -1.603453 -0.04 0.12 0.12 0.15
H -2.167539 0.856994 -1.548167 -0.05 -0.01 -0.03 0.08
H -2.148755 -0.129272 -0.078203 -0.10 -0.01 0.08 0.08
H -1.488443 1.516274 -0.048015 0.01 0.07 0.05 0.09
H 0.395392 1.856655 -1.620233 -0.07 -0.10 0.00 0.08
```
Positions in Å, forces in eV/Å.